1.
{"formula": "C2H12N2O3", "method": "the ωB97M-V functional and the def2-TZVPD basis", "total_charge": 0, "fmax_ev_per_a": 4.5, "homo_lumo_gap_ev": 9.41, "energy_ev": -11389.8948, "relative_energy_kj_mol": 178.9, "homo_ev": -8.686, "species": ["C", "N", "C", "N", "H", "H", "H", "H", "H", "H", "O", "H", "H", "O", "H", "H", "O", "H", "H"], "positions_angstrom": [[-4.462, -0.792, -0.858], [-3.346, -0.039, -0.347], [-2.138, -0.517, -0.351], [-1.598, -1.418, -1.287], [-5.309, -0.681, -0.074], [-4.408, -1.890, -1.025], [-4.771, -0.335, -1.798], [-1.326, -0.055, 0.252], [-2.315, -1.879, -1.846], [-0.881, -2.021, -1.054], [2.069, -1.329, -2.665], [2.835, -1.071, -2.070], [2.288, -1.164, -3.551], [2.489, -0.092, 6.350], [2.094, 0.386, 7.095], [2.451, -0.986, 6.609], [4.755, 3.864, -1.443], [3.810, 4.081, -1.072], [5.235, 4.121, -0.706]], "forces_ev_per_angstrom": [[-1.54, 0.17, 0.66], [2.40, -1.42, 1.49], [-0.49, 0.81, -1.27], [-3.13, 1.12, -0.14], [1.15, -0.02, -1.45], [0.66, 0.42, 0.09], [-0.41, -0.05, -0.04], [-0.79, -0.03, -0.26], [0.34, 0.11, 0.13], [1.82, -1.09, 0.78], [0.58, -0.10, 3.35], [-1.40, -0.42, -1.56], [0.81, 0.50, -1.76], [-0.14, 1.81, -0.05], [0.17, -0.10, -0.35], [-0.03, -1.71, 0.39], [-4.48, 0.05, -0.65], [2.44, -0.76, -1.47], [2.03, 0.70, 2.12]]}

2.
{"formula": "H4OS", "method": "the ωB97M-V functional and the def2-TZVPD basis", "total_charge": 0, "fmax_ev_per_a": 1.2, "homo_lumo_gap_ev": 10.21, "energy_ev": -12947.4049, "relative_energy_kj_mol": 7.1, "homo_ev": -9.474, "species": ["O", "H", "H", "S", "H", "H"], "positions_angstrom": [[-0.746, 0.906, 0.919], [-0.618, 1.811, 0.555], [-0.980, 1.048, 1.864], [0.995, -1.210, -1.695], [-0.219, -1.437, -1.161], [1.569, -1.118, -0.481]], "forces_ev_per_angstrom": [[-0.11, 1.04, 0.63], [-0.13, -0.97, 0.39], [0.25, -0.11, -1.02], [-0.07, -0.06, 0.23], [0.18, 0.09, -0.05], [-0.11, 0.02, -0.17]]}

3.
{"formula": "C40H50Br2F4KO5PSSi2", "method": "the ωB97M-V functional and the def2-TZVPD basis", "total_charge": -2, "fmax_ev_per_a": 0.9, "homo_lumo_gap_ev": 4.59, "energy_ev": -255697.1215, "relative_energy_kj_mol": 66.9, "homo_ev": -1.033, "species": ["K", "F", "C", "C", "F", "C", "F", "C", "P", "C", "C", "C", "C", "C", "C", "C", "C", "C", "C", "C", "C", "C", "Br", "C", "F", "H", "H", "H", "H", "H", "H", "H", "H", "H", "H", "C", "Si", "C", "C", "H", "H", "H", "H", "H", "H", "H", "H", "H", "Br", "C", "C", "C", "C", "C", "C", "C", "O", "O", "H", "H", "H", "H", "C", "C", "C", "C", "O", "Si", "S", "O", "C", "C", "C", "C", "O", "C", "C", "C", "C", "H", "H", "H", "H", "H", "H", "H", "H", "H", "H", "H", "H", "H", "H", "H", "H", "H", "H", "H", "H", "H", "H", "H", "H", "H", "H", "H"], "positions_angstrom": [[0.381, 0.309, 0.263], [-2.619, -5.605, 5.781], [-2.206, -4.396, 5.359], [-1.852, -3.424, 6.271], [-1.893, -3.710, 7.584], [-1.436, -2.182, 5.820], [-1.031, -1.334, 6.788], [-1.379, -1.839, 4.479], [-1.238, -0.034, 3.689], [-1.489, 0.923, 5.241], [-0.463, 1.456, 6.021], [-0.746, 2.180, 7.168], [-2.060, 2.377, 7.572], [-3.089, 1.839, 6.814], [-2.804, 1.120, 5.662], [0.632, -0.061, 3.566], [1.372, -1.247, 3.659], [2.753, -1.252, 3.557], [3.449, -0.067, 3.367], [2.740, 1.116, 3.265], [1.355, 1.118, 3.365], [-1.729, -2.857, 3.583], [-1.664, -2.591, 1.704], [-2.132, -4.110, 4.009], [-2.464, -5.083, 3.147], [0.567, 1.306, 5.724], [0.069, 2.591, 7.753], [-2.277, 2.943, 8.470], [-4.121, 1.982, 7.113], [-3.617, 0.710, 5.078], [0.872, -2.192, 3.808], [3.287, -2.193, 3.612], [4.529, -0.072, 3.273], [3.257, 2.051, 3.086], [0.797, 2.043, 3.284], [-1.266, 3.400, 0.809], [-1.560, 2.547, 2.513], [-1.472, 4.062, 3.705], [-3.444, 2.184, 2.355], [-1.935, 4.262, 0.694], [-1.462, 2.717, -0.023], [-0.237, 3.760, 0.709], [-2.271, 4.781, 3.482], [-0.516, 4.582, 3.582], [-1.553, 3.775, 4.757], [-4.041, 3.059, 2.637], [-3.797, 1.324, 2.925], [-3.655, 1.956, 1.305], [8.313, 1.420, 0.602], [6.966, 0.070, 0.504], [7.354, -1.258, 0.557], [6.372, -2.238, 0.488], [5.035, -1.884, 0.376], [4.666, -0.547, 0.325], [5.640, 0.442, 0.384], [3.189, -0.163, 0.228], [2.929, 1.051, 0.078], [2.375, -1.111, 0.310], [8.399, -1.519, 0.650], [6.659, -3.282, 0.525], [4.247, -2.625, 0.336], [5.324, 1.476, 0.335], [-2.848, -3.520, -4.941], [-2.747, -2.003, -5.082], [-2.696, -1.611, -6.559], [-3.945, -1.341, -4.404], [-1.510, -1.640, -4.485], [-1.068, -0.225, -3.713], [-1.875, 0.037, -1.862], [0.582, -0.206, -3.880], [1.571, -1.228, -3.825], [2.897, -0.515, -3.614], [1.577, -1.952, -5.174], [1.300, -2.222, -2.701], [-1.550, 0.921, -4.833], [-1.110, 2.259, -5.007], [-0.628, 2.893, -3.705], [-2.312, 3.030, -5.547], [0.020, 2.255, -6.036], [-3.747, -3.901, -5.432], [-2.880, -3.788, -3.884], [-1.972, -3.991, -5.391], [-3.614, -1.908, -7.075], [-1.847, -2.101, -7.042], [-2.568, -0.532, -6.641], [-4.873, -1.699, -4.860], [-3.896, -0.257, -4.514], [-3.952, -1.568, -3.339], [3.074, 0.181, -4.439], [3.726, -1.225, -3.567], [2.876, 0.060, -2.694], [1.745, -1.232, -5.978], [0.612, -2.433, -5.334], [2.367, -2.708, -5.209], [1.331, -1.731, -1.729], [2.075, -2.993, -2.699], [0.328, -2.696, -2.840], [-1.407, 2.859, -2.944], [-0.342, 3.934, -3.884], [0.243, 2.362, -3.317], [-3.121, 3.007, -4.814], [-2.666, 2.566, -6.470], [-2.052, 4.072, -5.752], [0.854, 1.664, -5.655], [0.366, 3.272, -6.242], [-0.329, 1.804, -6.968]], "forces_ev_per_angstrom": [[-0.77, 0.43, 0.07], [0.01, 0.04, -0.01], [-0.02, -0.01, 0.04], [-0.02, -0.02, 0.01], [0.00, 0.00, -0.01], [0.05, -0.01, -0.07], [0.02, -0.02, 0.00], [-0.04, -0.34, 0.12], [0.45, 0.55, -0.42], [-0.07, -0.01, 0.03], [0.01, 0.04, -0.04], [0.01, -0.01, 0.02], [0.00, -0.01, -0.01], [-0.02, 0.04, 0.00], [0.07, 0.02, -0.01], [0.00, -0.24, 0.10], [-0.10, 0.07, -0.02], [0.08, 0.02, 0.03], [0.01, -0.06, 0.06], [-0.04, 0.06, 0.01], [-0.01, -0.01, 0.05], [-0.05, 0.07, 0.22], [0.05, 0.05, -0.07], [0.04, 0.00, -0.06], [-0.01, -0.01, 0.00], [-0.03, 0.01, 0.04], [0.00, 0.00, 0.00], [0.00, 0.00, 0.00], [0.00, 0.00, 0.01], [-0.04, -0.05, -0.05], [-0.06, -0.04, 0.01], [0.00, 0.00, -0.02], [0.00, -0.01, 0.00], [0.01, -0.01, 0.00], [0.13, -0.02, 0.04], [0.22, -0.11, 0.10], [-0.61, -0.16, 0.12], [0.06, -0.02, -0.04], [0.02, 0.20, -0.13], [0.00, -0.02, 0.01], [-0.03, 0.01, -0.01], [0.00, 0.03, -0.03], [0.02, 0.00, -0.02], [0.01, 0.01, 0.02], [-0.04, 0.00, -0.04], [-0.06, -0.03, -0.01], [0.03, -0.04, 0.13], [-0.01, 0.01, 0.00], [0.01, 0.02, 0.00], [-0.01, -0.03, -0.01], [0.02, 0.01, 0.01], [-0.01, 0.00, 0.00], [0.02, 0.00, 0.02], [0.01, -0.02, 0.00], [-0.04, 0.01, -0.03], [0.15, 0.01, -0.08], [0.11, -0.04, -0.07], [0.47, -0.32, -0.03], [0.00, 0.00, 0.00], [0.00, 0.00, 0.00], [0.00, 0.01, 0.00], [0.03, 0.00, 0.01], [0.00, 0.00, 0.00], [0.05, -0.06, 0.02], [0.01, -0.01, -0.01], [0.01, 0.01, -0.02], [-0.11, 0.01, 0.05], [-0.22, -0.02, -0.24], [0.15, -0.09, -0.02], [0.07, 0.01, 0.24], [-0.12, -0.11, -0.20], [0.09, 0.01, -0.08], [-0.02, -0.05, -0.01], [0.07, 0.08, 0.00], [0.01, 0.13, 0.05], [-0.04, -0.05, -0.04], [0.03, 0.02, 0.02], [0.00, 0.02, 0.02], [0.01, 0.01, 0.00], [-0.01, 0.00, 0.00], [0.00, 0.00, 0.00], [0.00, 0.00, 0.00], [0.00, 0.00, 0.01], [0.00, 0.01, 0.00], [0.00, 0.01, -0.01], [0.02, -0.01, -0.01], [0.01, 0.01, 0.02], [0.00, 0.01, 0.02], [0.01, -0.03, -0.01], [-0.02, 0.00, 0.00], [-0.01, 0.07, 0.22], [-0.01, 0.01, 0.00], [0.04, 0.02, -0.01], [0.02, 0.01, 0.03], [-0.02, -0.02, 0.00], [-0.02, -0.03, -0.01], [-0.03, -0.01, 0.01], [-0.01, -0.01, 0.00], [-0.01, 0.00, 0.00], [-0.01, -0.01, 0.00], [0.00, -0.01, 0.00], [0.00, 0.00, 0.00], [0.01, 0.00, 0.00], [0.00, 0.00, 0.00], [0.00, 0.00, 0.00], [0.00, 0.00, 0.00]]}

Repeat the first record exactly.
{"formula": "C2H12N2O3", "method": "the ωB97M-V functional and the def2-TZVPD basis", "total_charge": 0, "fmax_ev_per_a": 4.5, "homo_lumo_gap_ev": 9.41, "energy_ev": -11389.8948, "relative_energy_kj_mol": 178.9, "homo_ev": -8.686, "species": ["C", "N", "C", "N", "H", "H", "H", "H", "H", "H", "O", "H", "H", "O", "H", "H", "O", "H", "H"], "positions_angstrom": [[-4.462, -0.792, -0.858], [-3.346, -0.039, -0.347], [-2.138, -0.517, -0.351], [-1.598, -1.418, -1.287], [-5.309, -0.681, -0.074], [-4.408, -1.890, -1.025], [-4.771, -0.335, -1.798], [-1.326, -0.055, 0.252], [-2.315, -1.879, -1.846], [-0.881, -2.021, -1.054], [2.069, -1.329, -2.665], [2.835, -1.071, -2.070], [2.288, -1.164, -3.551], [2.489, -0.092, 6.350], [2.094, 0.386, 7.095], [2.451, -0.986, 6.609], [4.755, 3.864, -1.443], [3.810, 4.081, -1.072], [5.235, 4.121, -0.706]], "forces_ev_per_angstrom": [[-1.54, 0.17, 0.66], [2.40, -1.42, 1.49], [-0.49, 0.81, -1.27], [-3.13, 1.12, -0.14], [1.15, -0.02, -1.45], [0.66, 0.42, 0.09], [-0.41, -0.05, -0.04], [-0.79, -0.03, -0.26], [0.34, 0.11, 0.13], [1.82, -1.09, 0.78], [0.58, -0.10, 3.35], [-1.40, -0.42, -1.56], [0.81, 0.50, -1.76], [-0.14, 1.81, -0.05], [0.17, -0.10, -0.35], [-0.03, -1.71, 0.39], [-4.48, 0.05, -0.65], [2.44, -0.76, -1.47], [2.03, 0.70, 2.12]]}

Q: Which formula does entry 1 have?
A: C2H12N2O3